1.
Below is a 2-piece molecular cluster, C6H14N3 overall, with properties calculated with the ωB97M-V functional and the def2-TZVPD basis.

```
! RIJCOSX wB97M-V def2-TZVPD def2/J DEFGRID3
* xyz 1 1
C 0.662 -3.274 2.398
C -0.816 -0.801 1.335
C 0.265 1.667 -3.122
C -0.206 1.625 -1.670
C 0.898 0.940 -0.829
C 0.654 0.930 0.735
N 1.038 -2.144 1.932
N -1.780 -1.569 1.679
N -0.705 0.426 1.097
H -0.395 -3.374 2.793
H 1.238 -4.147 2.305
H 0.393 0.617 -3.502
H -0.371 2.192 -3.873
H 1.107 2.224 -3.103
H -0.231 2.618 -1.441
H -1.153 1.183 -1.648
H 0.993 -0.112 -1.103
H 1.950 1.332 -0.768
H 0.669 1.916 1.118
H 1.441 0.335 1.115
H -1.600 -2.428 2.256
H -2.680 -1.292 1.553
H -1.372 1.136 0.742
*
```

## Properties
Lowest unoccupied orbital energy (alpha / beta) (eV): -5.34 / -4.84
Largest force on an atom (eV/A): 4.36
Energy (a.u.): -400.856477
Orbital gap (alpha / beta) (eV): 9.11 / 9.44

2.
Below is C60H56AsN5O7P2S4Y as an isolated structure, with properties calculated with the ωB97M-V functional and the def2-TZVPD basis.

```
! RIJCOSX wB97M-V def2-TZVPD def2/J DEFGRID3
* xyz -1 1
Y 0.383 -0.082 -0.599
C 1.731 -4.454 -2.151
C 1.797 -3.077 -1.547
N 0.740 -2.353 -1.410
N -0.419 -2.905 -1.980
C -1.512 -2.545 -1.411
S -1.690 -1.720 0.118
S -2.954 -2.994 -2.363
C -3.896 -3.828 -1.051
C -3.248 -5.119 -0.632
C -3.386 -6.265 -1.411
C -2.743 -7.441 -1.063
C -1.942 -7.486 0.072
C -1.796 -6.349 0.852
C -2.448 -5.172 0.505
C 3.115 -2.580 -1.085
C 4.280 -3.214 -1.537
C 5.535 -2.886 -1.063
C 5.643 -1.898 -0.079
C 4.525 -1.229 0.365
C 3.236 -1.528 -0.140
O 2.214 -0.866 0.303
H 0.740 -4.878 -2.024
H 2.472 -5.107 -1.694
H 1.928 -4.402 -3.224
H -4.886 -3.997 -1.474
H -3.981 -3.137 -0.212
H -3.992 -6.225 -2.309
H -2.857 -8.322 -1.683
H -1.432 -8.402 0.342
H -1.164 -6.364 1.731
H -2.312 -4.281 1.106
H 4.193 -3.990 -2.287
H 6.412 -3.397 -1.436
H 6.613 -1.652 0.339
H 4.584 -0.461 1.128
C -0.753 0.783 3.413
N -0.440 2.187 3.597
C -0.780 3.206 2.606
P -1.640 2.782 0.974
C -1.638 4.558 0.513
C -0.440 5.203 0.224
C -0.436 6.524 -0.211
C -1.624 7.220 -0.347
C -2.827 6.583 -0.057
C -2.834 5.262 0.359
C -3.228 2.274 1.741
C -3.862 3.057 2.702
C -5.043 2.635 3.302
C -5.590 1.406 2.972
C -4.957 0.609 2.025
C -3.799 1.046 1.405
C 0.243 2.604 4.726
C 0.614 3.951 4.891
C 1.289 4.373 6.026
C 1.621 3.492 7.042
C 1.251 2.162 6.893
C 0.574 1.721 5.771
P 0.538 -0.185 2.470
C 0.262 -1.896 3.049
C 1.247 -2.862 2.824
C 1.012 -4.195 3.119
C -0.217 -4.593 3.634
C -1.212 -3.649 3.833
C -0.975 -2.313 3.536
C 2.095 0.296 3.303
C 2.668 1.497 2.895
C 3.816 1.981 3.505
C 4.423 1.254 4.519
C 3.871 0.045 4.919
C 2.712 -0.427 4.322
H -1.661 0.709 2.813
H -0.980 0.311 4.368
H 0.143 3.697 2.274
H -1.375 3.986 3.095
H 0.501 4.672 0.297
H 0.507 6.998 -0.454
H -1.621 8.248 -0.687
H -3.764 7.113 -0.174
H -3.779 4.764 0.531
H -3.444 4.013 2.988
H -5.526 3.265 4.038
H -6.505 1.072 3.444
H -5.371 -0.356 1.759
H -3.330 0.415 0.658
H 0.383 4.677 4.127
H 1.559 5.420 6.107
H 2.158 3.826 7.919
H 1.496 1.441 7.664
H 0.334 0.673 5.699
H 2.198 -2.566 2.397
H 1.789 -4.927 2.939
H -0.400 -5.634 3.868
H -2.180 -3.950 4.212
H -1.780 -1.600 3.665
H 2.212 2.064 2.094
H 4.233 2.927 3.182
H 5.318 1.630 4.999
H 4.335 -0.528 5.714
H 2.281 -1.360 4.662
O -3.220 1.255 -2.874
As -1.855 1.403 -1.750
O -2.494 2.586 -0.648
O -0.544 1.747 0.583
C -0.742 2.591 -2.897
C -1.043 3.948 -2.933
C -0.270 4.827 -3.676
C 0.825 4.364 -4.392
C 1.149 3.017 -4.371
C 0.367 2.143 -3.626
S 0.889 0.442 -3.547
O -0.304 -0.326 -3.187
O 1.555 0.107 -4.771
O 1.782 0.380 -2.348
H -3.436 0.318 -2.956
H -1.882 4.311 -2.349
H -0.516 5.882 -3.682
H 1.427 5.053 -4.970
H 2.000 2.636 -4.921
C 5.673 0.488 -3.119
C 5.185 1.793 -2.591
C 5.801 2.996 -2.770
C 5.161 4.135 -2.238
N 4.037 4.090 -1.563
C 3.451 2.879 -1.327
S 2.046 2.717 -0.439
N 4.044 1.775 -1.880
C 5.771 5.492 -2.433
H 6.452 0.651 -3.861
H 4.856 -0.081 -3.565
H 6.072 -0.116 -2.306
H 6.722 3.067 -3.329
H 3.517 0.910 -1.797
H 6.284 5.565 -3.392
H 6.504 5.674 -1.645
H 5.000 6.254 -2.361
*
```

## Properties
Lowest unoccupied orbital energy (eV): 2.11
Largest force on an atom (eV/A): 1.50
Energy (a.u.): -7670.421737
Orbital gap (eV): 7.13

3.
Below is one molecule with the formula C4H10N2, with properties calculated with the ωB97M-V functional and the def2-TZVPD basis.

```
! RIJCOSX wB97M-V def2-TZVPD def2/J DEFGRID3
* xyz 0 1
H -1.691 2.000 -0.332
N -1.990 1.102 -0.412
C -0.943 0.260 -0.174
C -1.426 -1.156 -0.104
N 0.572 0.284 -0.293
C 1.195 -0.908 0.119
C 1.051 1.570 0.129
H -2.470 -1.280 -0.413
H -1.205 -1.719 0.888
H -0.935 -1.688 -0.861
H 0.714 -1.844 -0.221
H 1.218 -1.226 1.213
H 2.255 -0.843 -0.137
H 0.281 2.255 0.147
H 1.643 1.348 1.092
H 1.731 1.844 -0.640
*
```

## Properties
Lowest unoccupied orbital energy (eV): 0.90
Largest force on an atom (eV/A): 6.52
Energy (a.u.): -267.826132
Orbital gap (eV): 9.74
SMILES string: [H]/N=C(/C)N(C)C

4.
Below is C16H29F3N2O17Ti as an isolated structure, with properties calculated with the ωB97M-V functional and the def2-TZVPD basis.

```
! RIJCOSX wB97M-V def2-TZVPD def2/J DEFGRID3
* xyz -1 4
Ti 0.535 1.310 0.123
N 3.991 0.990 -0.178
O 2.932 1.001 0.518
O 4.448 -0.108 -0.575
O 4.557 2.036 -0.450
N 1.485 4.697 0.585
O 1.139 5.754 0.005
O 0.626 3.764 0.691
O 2.595 4.574 1.073
C -1.647 2.482 -3.220
C -0.266 3.088 -3.243
O 0.634 2.266 -4.007
C 1.241 1.294 -3.343
O 1.123 1.092 -2.175
O 2.129 0.747 -4.162
C 3.020 -0.196 -3.594
H -1.997 2.250 -4.232
H -2.449 3.014 -2.717
H -1.534 1.503 -2.738
H 0.149 3.266 -2.251
H -0.285 4.044 -3.770
H 2.515 -1.146 -3.444
H 3.406 0.144 -2.628
H 3.916 -0.279 -4.201
C -2.240 -1.212 -1.846
C -2.836 -0.574 -0.609
O -3.342 0.735 -0.937
C -2.826 1.781 -0.291
O -1.781 1.823 0.297
O -3.574 2.865 -0.503
C -3.086 4.069 0.147
H -2.121 -2.286 -1.710
H -1.297 -0.720 -2.099
H -2.890 -1.064 -2.714
H -2.119 -0.545 0.206
H -3.727 -1.119 -0.285
H -3.207 3.935 1.222
H -3.768 4.863 -0.143
H -2.061 4.276 -0.146
C 3.565 -3.771 -0.250
C 2.453 -2.750 -0.227
O 1.253 -3.403 0.221
C 0.170 -2.679 0.327
O 0.054 -1.489 0.352
O -0.907 -3.462 0.425
C -0.752 -4.852 0.470
H 4.020 -4.000 0.713
H 4.384 -3.485 -0.903
H 3.195 -4.717 -0.680
H 2.353 -2.223 -1.176
H 2.764 -1.934 0.433
H -1.680 -5.350 0.754
H -0.025 -5.209 1.204
H -0.452 -5.260 -0.498
C -0.987 -3.010 4.125
C -0.769 -1.752 3.320
O -1.059 -0.614 4.168
C -0.509 0.514 3.809
O 0.132 0.687 2.836
C -0.987 1.668 4.701
F -2.064 1.339 5.405
F -0.019 2.003 5.569
F -1.258 2.732 3.954
H -2.040 -3.187 4.332
H -0.399 -2.992 5.042
H -0.615 -3.857 3.540
H -1.450 -1.680 2.467
H 0.240 -1.681 2.912
*
```

## Properties
Lowest unoccupied orbital energy (alpha / beta) (eV): 1.96 / 1.95
Expectation value of S²: 3.75
Largest force on an atom (eV/A): 2.09
Energy (a.u.): -3164.554627
Orbital gap (alpha / beta) (eV): 3.39 / 6.83